No. 1
Entry from the Open Molecules 2025 dataset: C43H38BrKN6O4SSb as an isolated structure at a distorted geometry (ωB97M-V with the def2-TZVPD basis set).

The value obtained for the LUMO energy is 1.55 eV. Its relative energy (zero: lowest compared OMol25 entry of this formula, charge and spin) is 126.45 kJ/mol. As for the molecular weight: 975.64 g mol⁻¹. Its total energy is -6103.34772 a.u. As for the charge: -1. Its HOMO energy is -4.602 eV.

Geometry (Å):
C: -2.58710 -2.02350 -2.34290
H: -4.81150 0.75640 -4.42510
C: 3.66030 -0.91410 3.36430
H: 2.09680 0.78010 -4.59380
C: 2.37120 2.59950 -3.48400
O: -3.50520 -4.56310 -5.48530
H: -2.62030 0.83480 -3.27560
C: -3.87890 3.80750 -2.26690
C: -0.67690 3.91410 -2.89060
H: 2.60470 4.19300 -2.05200
C: -1.37910 2.32150 2.33100
C: 2.17790 1.23810 -3.61720
Sb: 2.54800 3.07530 0.85580
N: -0.11390 2.21660 1.95500
H: -6.63930 0.45930 -1.76120
C: -0.13110 5.14660 -2.56330
N: 2.18300 0.97150 -1.25820
C: 0.27110 -3.60980 -0.70840
C: 4.20400 1.28680 2.65530
N: -3.14420 -0.35310 0.67980
C: -2.89690 -2.82400 -3.42350
C: -4.06150 0.39480 0.09030
H: -5.96830 1.86630 -0.93440
C: 0.50000 5.47400 -4.85550
C: -1.09860 -4.23420 -2.77250
C: 2.45370 3.13180 -2.20700
H: 3.87170 -1.81470 3.92220
C: -4.77340 -2.06930 0.97250
C: -2.14900 3.43760 2.01060
H: -3.19060 3.47140 2.29490
C: -2.46890 -4.87980 -4.88810
H: -5.78820 4.59270 -2.81560
C: 2.34010 2.27100 -1.12950
C: -5.72310 -1.27870 0.35120
H: -5.01680 -3.04320 1.36240
H: 5.44500 0.12220 3.96720
H: -3.18800 -1.14840 -2.10740
H: -6.73500 -1.64300 0.24450
H: 1.45910 -2.39440 1.64610
H: -3.72300 1.37670 -0.21590
H: -1.03970 2.49310 -4.45690
C: -1.92050 1.23930 3.20430
C: 2.47600 -0.82040 2.62900
Br: -2.14450 -2.53500 1.97970
H: -2.75200 0.72770 2.72920
N: -1.57470 -2.25080 -1.51720
H: -7.28100 0.93080 -0.18420
C: -4.54040 1.61710 -3.83360
H: -3.60360 4.65530 -1.65650
H: -0.50160 -5.12830 -2.88610
H: 0.50310 -1.52090 2.81750
H: 0.96350 6.07890 -5.61970
H: 1.96940 -1.51730 -1.62990
O: 0.61810 -4.77130 -0.52250
C: -0.04670 4.23940 -5.17790
C: -0.84990 -3.35020 -1.72330
H: -3.72720 -2.60340 -4.07880
C: -5.42590 2.67600 -3.70750
C: -3.31290 1.66050 -3.19630
H: 0.33870 5.23330 0.60930
N: 2.18340 0.27230 1.92820
H: -1.13670 0.52160 3.42150
C: -2.12770 -3.95820 -3.65970
H: 4.83770 2.16420 2.64360
C: -0.63080 3.45990 -4.20010
H: 2.64940 -1.45060 -3.26490
C: 3.02130 1.28210 1.93370
C: 1.49370 -1.92420 2.63480
H: -2.10600 5.40210 1.14860
H: 2.45880 3.23530 -4.35520
C: -2.98680 2.76000 -2.42200
C: 0.45630 3.21370 1.31380
O: 0.73470 -2.57790 -0.15300
H: -6.37230 2.65460 -4.22690
H: -0.15150 5.48300 -1.53830
N: -0.65900 1.49740 -1.59650
C: 4.53440 0.15560 3.38350
K: 0.04150 -0.49220 -0.04750
H: 1.74280 -2.67760 3.37540
C: -5.37280 -0.01130 -0.11570
H: -0.01270 3.88360 -6.19680
C: 2.09190 0.44280 -2.47190
C: -6.37550 0.86950 -0.78680
C: -1.54480 4.50260 1.36690
C: -0.20180 4.40230 1.04550
C: -5.09660 3.76990 -2.92120
H: -0.51170 1.13150 -2.52810
S: -1.37350 2.86670 -1.56740
H: 0.92200 -1.24890 -3.01160
C: 1.90360 -1.02790 -2.59570
C: -3.49280 -1.55110 1.09760
H: 0.88570 6.87990 -3.28900
H: -2.27860 1.67430 4.13650
O: -1.66300 -5.78650 -5.10030
C: 0.45710 5.92230 -3.54450

---

No. 2
Entry from the Open Molecules 2025 dataset: a 2-piece molecular cluster, C24H25ClN2O3 overall at a distorted geometry (ωB97M-V with the def2-TZVPD basis set).

The value obtained for the LUMO energy is -1.60 eV. Its relative energy (zero: lowest compared OMol25 entry of this formula, charge and spin) is 479.97 kJ/mol. As for the molecular weight: 424.93 g mol⁻¹. Its total energy is -1724.81396 a.u. As for the charge: 0. Its HOMO energy is -5.055 eV.

Geometry (Å):
H: 3.83509 2.66936 2.70445
C: -1.32160 6.44874 4.37664
H: -1.72153 3.64837 -0.94603
C: -2.06789 5.89925 7.34377
C: -4.20501 4.21348 3.65785
H: 1.52813 1.49415 4.34344
C: 1.35768 8.11346 4.53196
N: -0.86789 6.56238 6.87735
Cl: -4.25772 -0.96673 0.88243
H: -1.51493 4.27357 4.74785
C: -3.37006 2.27694 -1.24005
C: -3.64164 0.55925 0.42964
C: -2.59177 1.09123 1.16549
H: -2.24560 0.62234 2.08460
H: -2.96388 6.52803 7.21453
C: -2.30978 2.82276 -0.52869
C: -1.97339 5.12838 4.22383
N: 0.61393 7.51927 5.62381
C: -4.09955 2.92724 4.23241
H: -4.96937 0.78144 -1.23748
H: 1.16904 9.19714 4.46972
C: -6.52152 2.74107 4.36317
O: -0.37337 0.97064 2.87706
C: 0.08647 7.12051 7.72162
H: 3.91013 1.99504 4.33036
H: 2.42934 7.97384 4.73761
H: -0.69670 3.95854 1.50921
C: 3.27211 2.53203 3.63002
H: 2.22440 0.83436 2.82572
C: -0.08817 2.07191 2.38669
C: 1.02016 7.69695 6.93697
C: -3.00101 4.97612 3.33928
C: -0.50626 6.75105 5.58760
H: 3.05155 3.51680 4.04567
C: -1.93115 2.29604 0.75310
H: 1.93804 8.19977 7.19414
H: -3.61681 2.65291 -2.23616
H: -7.63766 4.48872 3.75636
C: -5.50287 4.77631 3.51167
H: -7.40500 2.17635 4.67318
C: 2.00811 1.75359 3.38756
H: 1.08889 7.64427 3.58526
H: -3.09807 2.50712 4.36211
C: -4.11372 1.20251 -0.72559
H: -5.60149 5.79817 3.12805
H: 0.00057 7.04811 8.79311
O: 1.15419 2.59970 2.58634
H: -1.92610 5.72237 8.41530
C: -6.64117 4.04803 3.86355
C: -5.24530 2.19376 4.54864
O: -1.39654 7.32834 3.49470
C: -0.96461 2.90670 1.58291
H: -3.04142 5.61488 2.45363
H: -2.21995 4.94104 6.82969
H: -5.13228 1.18608 4.95185

---

No. 3
Entry from the Open Molecules 2025 dataset: C46H74Br3F4I2N5O17P as an isolated structure at a distorted geometry (ωB97M-V with the def2-TZVPD basis set).

The value obtained for the LUMO energy is -2.24 eV. As for the molecular weight: 1569.60 g mol⁻¹. Its total energy is -12407.96355 a.u. As for the charge: +1. Its HOMO energy is -9.619 eV.

Geometry (Å):
C: 3.40540 -2.72735 -7.80817
H: 1.44946 4.50278 7.90530
O: -3.49146 2.65505 -6.82029
C: 1.84325 -3.17588 1.78703
H: 6.90058 3.76533 7.84100
O: 1.45730 0.04735 -7.75133
H: 5.77577 4.81562 8.68992
C: 0.67445 3.74862 7.77618
C: -0.74288 -0.79311 4.78060
C: 0.86321 2.86142 0.79577
C: 2.06585 -4.65715 1.48545
N: -4.36954 0.28960 1.51285
H: -0.84906 -0.07468 5.58983
H: 2.45550 -4.91483 0.51429
F: 0.51221 -4.86000 -0.70211
H: -0.01743 3.79972 8.61844
C: 5.70798 5.00129 6.55100
H: 2.81520 -2.78789 2.04093
P: -0.04028 -1.16686 -1.87743
H: -1.46132 -0.49739 4.03428
H: 2.24273 -1.23109 -2.91658
H: -4.56901 -2.72468 2.16873
C: 0.97104 -6.55812 5.26634
H: 0.59716 -5.31204 2.87860
H: -0.01883 -6.20510 4.98346
N: -3.60594 -0.73616 3.41820
N: -2.92514 -2.04014 -1.23885
C: -3.16892 2.53435 -5.51355
Br: -1.48860 -3.08882 2.83472
C: -2.14342 3.67350 5.64513
I: 1.85162 -0.43112 6.02379
H: 1.91658 2.99162 1.03729
H: -3.92980 1.13775 1.85181
H: -4.48024 -0.28008 3.65549
O: 2.18490 -7.24488 3.26820
H: 5.65748 7.12654 6.01849
H: -4.43350 0.31494 0.50217
C: 3.60907 4.75835 5.73339
H: 2.26061 -7.18938 1.24689
C: -1.85084 3.93581 -1.99688
H: 0.61433 3.79092 5.63540
H: -2.93488 -2.81463 -3.18417
H: 3.15276 -4.75896 -9.74857
H: 1.54035 -1.76515 -4.99823
H: 0.32701 3.70836 1.20243
C: -3.59831 -0.90217 1.97132
C: 0.37041 1.58816 1.35934
C: -4.16892 6.04725 -3.62693
C: -3.56062 4.72140 -3.25465
C: -0.99397 -1.65109 1.46853
H: -2.35396 2.42132 -8.55350
C: -0.93553 -2.65279 0.24227
H: -4.39057 -1.91798 -2.71221
H: -1.29031 1.03462 -6.87387
O: -3.12125 3.13744 5.22011
H: 0.68081 -0.27049 -5.15106
C: -2.04531 0.59179 -2.57387
H: -2.91584 1.03530 -2.09512
H: -3.72488 6.42890 -4.54501
F: 3.04841 -2.69252 -1.02824
C: -1.26621 2.10992 -6.67960
H: 3.57576 -2.27532 -9.91196
F: 0.24415 -3.76092 -2.49614
H: -1.73776 1.25568 -3.37532
H: -1.17925 5.63689 7.29947
C: -0.05411 3.96188 6.47545
Br: -0.91014 1.89776 2.70897
H: -2.05970 3.90584 -7.61746
O: -1.17545 3.05089 6.34989
C: 0.86929 -3.68373 -1.28860
H: -1.89137 0.22435 1.85003
H: 7.24519 5.49534 7.96051
C: 0.14689 2.61586 -6.73664
H: -4.16947 -3.53738 -2.09754
C: -2.18972 -3.04433 -0.50658
H: -0.67813 -3.60670 0.68466
O: 3.92685 6.05837 5.56440
O: -3.94365 2.59772 -4.60918
H: -2.32933 -0.38566 0.34418
H: 0.92603 -6.97215 6.26470
H: -0.17357 1.20701 -1.81883
H: -2.81412 -3.63220 0.16953
C: 6.45267 4.75795 7.83705
H: -3.63399 4.01857 -4.08827
H: -0.97378 -1.75186 5.22205
H: 1.64665 -5.70999 5.24069
C: -4.09188 4.10303 -1.97870
C: 1.26381 -0.81376 -3.11654
H: 2.11017 -1.72885 0.45673
C: 0.81329 0.37672 1.01873
C: 1.36702 -7.63382 4.30796
N: -4.35483 -2.03641 1.46432
H: -0.14018 -1.74276 -4.51341
O: -2.96363 3.32870 -1.53041
F: 2.61846 -3.70509 -2.94770
O: 4.57237 4.11525 6.42240
H: -3.99269 6.78646 -2.84488
H: -0.12831 6.07612 5.93072
H: -3.63926 -1.67707 -0.61799
H: -5.24211 5.93927 -3.78117
H: 1.53703 -4.40048 -9.10336
C: 1.14759 -0.80564 3.05621
C: 0.38785 -2.40666 -0.49984
H: -2.29516 -0.35133 -3.03930
C: 2.34593 -4.02672 -9.73189
H: -1.85482 -3.79255 -1.22446
H: -3.62006 -1.63301 3.89001
H: 6.36064 4.82614 5.69227
C: -0.88740 0.42275 -1.56842
C: 2.39836 -3.74031 -1.62145
C: 2.06905 -0.93532 -8.03652
H: 1.41728 0.26183 -3.09148
H: -5.20480 -1.73841 1.01043
O: 1.01281 -8.79405 4.43589
H: 0.77370 2.03632 -6.06171
Br: 2.26909 0.49649 -0.20311
C: -2.26577 2.83510 -7.55324
C: 5.02815 6.34957 6.44225
H: -1.17458 0.68582 -0.56301
C: -3.63831 -2.62446 -2.37932
C: -2.18679 -0.69650 1.36860
O: 1.77421 -1.75282 -9.06689
C: 0.46717 -1.03221 1.65248
H: 2.85603 -3.41367 -7.15881
H: 2.87673 -4.92236 2.16541
H: -4.95659 3.46338 -2.12959
H: 1.31538 -3.19193 2.72942
O: -1.83983 4.97838 5.46154
H: 0.55836 2.52680 -7.73926
H: 4.46709 -2.95187 -7.75906
O: -0.74181 3.68452 -1.62868
H: 0.19621 3.65767 -6.41439
C: 0.95671 -5.61727 1.90206
N: 1.24154 -2.10705 0.85112
O: -1.84131 2.33332 -5.36998
H: 1.95369 -3.92181 -10.74223
O: -2.15844 4.85898 -2.92107
C: 2.85007 -2.70442 -9.21676
O: 2.60653 4.24851 5.33154
H: 1.14302 2.76523 7.79629
C: 0.77001 -1.15501 -4.53254
H: -4.31879 4.85122 -1.21629
H: 0.13161 -5.65599 1.20147
H: 2.81138 -4.67343 -1.24473
I: 3.24061 -0.36323 2.90217
O: 3.15422 -1.38371 -7.36502
C: 0.67213 -0.74866 4.31127
H: 0.71583 -7.75473 1.89244
C: 1.51751 -7.03315 2.02400
H: 4.62581 6.68802 7.39956
C: -0.75590 5.29513 6.35151
H: 0.71420 2.89945 -0.28536

---

No. 4
Entry from the Open Molecules 2025 dataset: C38H46OP2SiTi as an isolated structure at a distorted geometry (ωB97M-V with the def2-TZVPD basis set).

The value obtained for the LUMO energy (alpha / beta) is 0.34 / 0.09 eV. Its relative energy (zero: lowest compared OMol25 entry of this formula, charge and spin) is 0.00 kJ/mol. The expectation value of S² is 2.45. As for the molecular weight: 656.69 g mol⁻¹. Its total energy is -3372.29271 a.u. As for the charge: 0. Its HOMO energy (alpha / beta) is -4.584 / -5.080 eV. As for the spin multiplicity: 3.

Geometry (Å):
H: 0.13244 4.59980 4.12093
C: -4.32343 -1.05906 1.99188
H: 0.83942 5.25633 -3.21270
C: 1.98859 5.27511 1.48165
C: 0.11179 -2.09245 4.45161
H: -0.08105 -2.22965 -3.83086
H: -7.37747 0.00263 0.86416
C: 2.52946 0.25699 -0.87234
H: -6.33194 -1.43177 2.63038
C: 0.61828 2.30023 -4.89155
C: 0.87656 3.31022 -2.29518
H: 0.55780 1.89419 -5.90535
P: 0.77325 0.78232 -1.08516
P: -1.71683 -0.31040 1.23005
C: 5.24753 -0.21598 -0.26453
C: -0.91287 5.15472 0.28845
C: -0.62394 -3.83577 -1.23952
H: 2.67616 4.68911 2.09636
H: -0.31325 -3.90764 0.84540
H: 5.68579 0.87570 -2.09448
C: 4.90145 0.49271 -1.42367
C: -4.08769 0.34585 0.00664
C: -1.29448 -0.93538 -0.43191
C: 0.79441 1.91738 -2.50196
Ti: 0.41932 1.01627 1.26080
C: -0.19296 -4.06018 -2.65892
H: 2.06265 6.30219 1.84484
C: -6.29037 -0.13030 0.90675
H: -1.87072 4.61634 0.32340
H: 4.52037 -1.32210 1.44050
H: -3.44107 0.81400 -0.74466
H: 0.73681 -1.76432 5.28455
H: 1.24956 -3.33616 -4.16371
H: -1.12162 6.20272 0.51975
C: -1.73393 1.30355 2.30572
H: -0.85894 -0.51816 -2.46729
H: 0.21616 -4.19896 4.96758
H: -1.51425 4.70593 3.40239
C: 1.42003 -4.82405 -0.15693
H: -2.22996 2.21515 1.92990
H: -1.11122 -4.17322 -3.25522
H: 2.39073 -4.84258 -2.11766
C: 1.52702 -2.17134 -2.40033
C: 3.55556 0.70933 -1.73551
O: 0.49347 2.85916 1.41433
C: -1.63109 -2.90788 2.40223
C: -0.50439 -0.40994 -1.42145
H: -2.01935 -1.71155 -0.71960
H: 1.26919 -5.90502 -0.33576
H: -0.81405 1.61248 2.89681
C: -5.47255 0.49501 -0.04700
C: 0.64903 3.68297 -4.68533
C: 0.63589 -2.90650 -3.34532
C: -0.38891 -1.14882 3.54927
H: 0.37044 -4.99747 -2.77746
H: 2.38680 5.25827 0.46371
C: -0.46222 5.02088 3.29599
H: 3.28351 1.27340 -2.62830
H: 6.30273 -0.36934 -0.01350
H: -5.91465 1.10326 -0.83793
H: -2.40704 0.84151 3.04811
C: -1.10955 -3.84654 3.29332
C: -5.70837 -0.92089 1.90414
H: -1.70725 -3.63361 -1.14373
H: 1.88724 -4.78505 0.83632
H: -0.46142 6.11450 3.42303
H: -1.42791 -4.89036 3.20387
H: 0.61478 4.36755 -5.53652
C: 2.40660 -4.25437 -1.19083
H: -0.53144 5.06922 -0.74032
H: 2.10993 -0.81573 0.98286
C: 0.77928 4.18275 -3.38033
C: -0.21178 -3.44736 4.30523
H: -0.13921 -0.08097 3.68126
H: 1.02886 3.68333 -1.27426
H: 3.41225 -4.35684 -0.74762
H: 0.73501 0.33217 -3.96495
H: 2.93089 -2.19326 -0.79633
C: -1.24361 -1.55679 2.51173
Si: 0.28747 4.51878 1.63963
C: 2.89099 -0.40808 0.31757
H: -2.31391 -3.22590 1.59941
C: 2.27099 -2.77270 -1.45864
H: 1.63877 -1.09155 -2.61572
C: -3.52894 -0.40568 1.04986
H: -3.84953 -1.65729 2.77386
C: 4.24281 -0.71362 0.57452
C: 0.10675 -4.09413 -0.14305
C: 0.71033 1.41266 -3.80735